(1)
The following is a DFT calculation (wB97M-V/def2-TZVPD) of a cluster of 2 separate species, C3H11N3O in total in a non-equilibrium geometry.

Geometry (Å):
C1 0.4089 -1.8816 0.6367
C2 0.4697 -0.6526 -0.4182
N1 -0.9686 -0.1733 -0.6029
C3 -1.7771 0.0380 -1.7818
N2 -1.5327 1.3891 -2.2124
N3 -2.2021 -0.7864 -2.5961
H1 0.0360 -2.7339 0.1107
H2 1.3222 -2.0168 0.9888
H3 -0.1354 -1.4718 1.4489
H4 1.0119 -1.1120 -1.3488
H5 0.9707 0.1456 0.1807
H6 -1.0795 0.6069 -0.0037
H7 -2.1101 1.8798 -1.4636
H8 -1.9893 1.4504 -3.1429
H9 -2.5209 -0.5922 -3.5384
H10 3.2319 1.4331 5.1568
H11 3.8574 2.3253 4.0650
O1 3.0071 2.1525 4.5210

Calculated values
energy relative to the best compared isomer or geometry (same formula, charge and spin)	66.37	kcal/mol
net charge	+1
2S+1	2
Kohn-Sham gap (spin up / spin down)	0.3730 / 0.2004	Eh

---

(2)
The following is a DFT calculation (wB97M-V/def2-TZVPD) of a cluster of 6 separate species, CH14O6 in total in a non-equilibrium geometry.

Geometry (Å):
C1 2.4122 -0.2436 0.8047
O1 1.2201 -0.5760 0.1569
H1 3.1965 -0.4319 0.0251
H2 2.5751 0.8197 1.0285
H3 2.5614 -0.9461 1.5479
H4 0.7650 0.0334 -0.4263
H5 1.0963 -3.8408 -2.1000
H6 0.5155 -2.5131 -1.2459
O2 0.5335 -2.9674 -2.0925
H7 1.3778 -3.4624 0.5327
H8 2.2575 -2.2984 -0.0991
O3 2.1999 -3.3465 0.0837
H9 -5.3389 0.6201 0.1342
H10 -5.2377 2.1605 0.9158
O4 -4.7845 1.5198 0.2158
H11 0.8615 3.5781 -1.0406
H12 -0.2561 2.7159 -0.5382
O5 0.6982 2.6809 -0.9119
H13 -2.2172 1.9976 1.3629
H14 -0.8792 2.4673 1.7709
O6 -1.8360 2.7593 1.7110

Calculated values
structure (SMILES)	CO.O.O.O.O.O
energy relative to the best compared isomer or geometry (same formula, charge and spin)	58.03	kcal/mol
net charge	0
Kohn-Sham gap	0.3997	Eh

---

(3)
The following is a DFT calculation (wB97M-V/def2-TZVPD) of a cluster of 2 separate species, C6H9N in total in a non-equilibrium geometry.

Geometry (Å):
C1 -2.0731 0.5559 0.3732
C2 2.5234 2.0146 0.3401
C3 2.0423 0.9201 -0.2066
C4 1.6321 -0.1290 -0.7978
C5 -1.7072 -1.2995 -1.0091
C6 -1.2646 -0.4167 0.1160
N1 -2.8985 1.4368 0.3052
H1 3.1114 2.7540 -0.2209
H2 2.4296 2.2378 1.4077
H3 -3.6459 1.4486 0.9191
H4 0.6645 -0.2906 -1.1156
H5 2.3160 -0.8402 -0.9977
H6 -1.9240 -0.7503 -1.9933
H7 -2.6763 -1.7018 -0.9594
H8 -1.0790 -2.1867 -1.0519
H9 -0.4040 -0.6902 0.7974

Calculated values
structure (SMILES)	CC=C=N.C=C=C
energy relative to the best compared isomer or geometry (same formula, charge and spin)	103.99	kcal/mol
net charge	0
Kohn-Sham gap	0.3488	Eh

---

What is the net charge in the third record?
0

---

Look up the energy relative to the best compared isomer or geometry (same formula, charge and spin) of the second one.
58.03 kcal/mol